Record 1
79
Properties=species:S:1:pos:R:3:forces:R:3:mulliken_spin:R:1 method="wB97M-V/def2-TZVPD" orbital_gap_ev="3.83 / 3.77" total_charge=-1 multiplicity=3 de_lowest_kj_mol=203.4
Pr 1.029 0.884 1.053 -2.28 -1.87 1.56 2.13
Cl 3.191 -0.256 0.087 0.67 -0.25 -0.21 0.00
P 1.209 2.539 -1.255 0.28 -0.05 0.70 0.00
C 1.775 2.134 -2.963 -0.03 0.19 0.04 0.00
C 0.035 3.930 -1.413 0.38 0.54 -0.33 0.00
C 2.789 3.172 -0.366 -0.28 -0.11 -0.84 0.00
C 0.888 1.013 -3.516 0.15 -0.49 -0.18 0.00
H 2.789 1.740 -2.805 -0.15 0.02 -0.07 0.00
C 1.808 3.311 -3.943 0.11 -0.11 -0.14 0.00
H 0.798 3.698 -4.116 0.17 0.00 0.04 0.00
H 2.175 2.942 -4.905 -0.01 0.05 -0.05 0.00
H 2.456 4.139 -3.641 -0.17 -0.15 0.03 0.00
H 0.739 0.223 -2.756 -0.06 0.34 -0.36 0.00
H 1.372 0.565 -4.405 -0.23 0.18 0.31 0.00
H -0.093 1.405 -3.834 0.29 -0.19 0.21 0.00
H 3.458 2.312 -0.533 -0.09 0.29 -0.01 0.00
C 2.650 3.316 1.176 0.17 -0.23 -0.13 0.02
C 3.368 4.401 -1.060 0.35 0.45 0.22 0.00
H 3.809 4.154 -2.038 -0.28 0.03 0.30 0.00
H 4.185 4.831 -0.457 -0.20 -0.04 -0.13 0.00
H 2.607 5.189 -1.199 0.32 -0.20 0.02 0.00
H 1.665 3.737 1.477 0.77 -0.31 0.14 -0.01
H 3.472 3.970 1.540 -0.64 -0.32 -0.06 0.00
H 2.828 2.322 1.682 0.06 1.23 -0.26 0.00
C -1.267 3.528 -2.134 -0.17 -0.02 0.03 0.00
H 0.576 4.667 -2.020 -0.36 0.26 0.01 0.00
C -0.291 4.555 -0.050 -0.17 0.18 0.01 0.01
H -1.165 3.351 -3.213 0.22 -0.01 0.31 0.00
H -1.984 4.355 -2.029 0.09 -0.17 0.02 0.00
H -1.722 2.629 -1.692 0.19 0.21 0.00 0.00
H -0.803 3.849 0.623 0.12 0.11 -0.18 0.00
H -0.966 5.399 -0.238 -0.02 -0.13 0.18 0.00
H 0.580 4.968 0.476 -0.17 -0.14 -0.29 0.00
Cl -1.416 1.326 2.300 -1.68 0.27 -1.29 -0.02
H -0.186 -0.135 -0.358 0.11 0.28 -0.24 -0.02
P -0.908 -3.090 0.999 1.35 3.33 0.06 0.00
C 0.533 -3.911 1.847 -0.59 0.04 -0.18 0.00
C -2.406 -3.105 2.092 0.23 -1.28 -0.09 0.00
C -1.114 -3.892 -0.639 -0.42 -0.26 0.88 0.00
C 1.392 -2.821 2.546 -0.11 -0.23 0.05 0.01
H 1.106 -4.312 0.988 -0.11 0.02 0.41 0.00
C 0.126 -5.046 2.792 0.54 -0.02 0.01 0.00
H -0.425 -4.647 3.662 0.23 -0.30 -0.34 0.00
H 1.057 -5.523 3.138 -0.38 -0.10 0.21 0.00
H -0.490 -5.805 2.280 0.18 0.28 0.25 0.00
H 1.893 -2.167 1.808 -0.34 -0.31 0.30 0.00
H 2.179 -3.297 3.149 -0.05 0.05 -0.11 0.00
H 0.795 -2.194 3.236 0.21 -0.24 -0.43 -0.01
H -0.095 -3.886 -1.049 -0.13 0.09 0.14 0.00
C -1.984 -2.987 -1.540 -0.12 -0.34 -0.24 0.00
C -1.580 -5.343 -0.494 -0.26 -0.08 -0.61 0.00
H -0.797 -5.990 -0.073 -0.14 0.25 -0.11 0.00
H -1.835 -5.719 -1.493 -0.11 -0.33 0.12 0.00
H -2.466 -5.429 0.157 0.20 0.07 -0.30 0.00
H -1.728 -1.917 -1.446 0.04 -0.48 0.20 0.00
H -3.066 -3.109 -1.335 0.59 0.03 -0.16 0.00
H -1.791 -3.279 -2.583 -0.26 0.05 0.09 0.00
C -2.172 -2.326 3.401 0.11 0.05 -0.10 0.00
H -2.517 -4.184 2.304 -0.69 0.28 0.38 0.00
C -3.644 -2.544 1.383 0.04 0.00 0.01 0.00
H -1.336 -2.714 3.998 -0.17 0.12 -0.22 0.00
H -3.074 -2.389 4.030 0.13 -0.08 -0.15 0.00
H -1.993 -1.255 3.208 0.07 -0.38 -0.10 0.00
H -3.478 -1.496 1.072 0.02 -0.42 0.11 0.00
H -4.476 -2.561 2.099 0.05 0.06 -0.19 0.00
H -3.937 -3.135 0.505 0.06 0.15 0.26 0.00
C 0.163 2.999 4.395 -0.47 0.59 0.67 0.00
Si 0.510 1.196 4.122 2.76 -1.23 -3.18 -0.09
C 2.440 0.919 4.398 -0.34 0.23 1.52 -0.01
C -0.410 0.105 5.320 0.02 0.21 0.12 0.00
H 0.914 3.662 3.953 0.06 -0.15 0.09 0.00
H 0.120 3.172 5.474 -0.01 0.47 0.17 0.00
H -0.815 3.251 3.957 0.34 -0.06 0.25 0.00
H 2.602 1.004 5.491 0.70 -0.09 -0.08 0.00
H 2.772 -0.083 4.067 -0.22 0.45 0.12 0.00
H 3.048 1.692 3.896 -0.22 -0.24 0.15 0.00
H -0.320 0.542 6.304 -0.11 0.06 0.67 0.00
H -1.456 0.071 5.042 -0.28 -0.03 0.01 0.00
H -0.020 -0.908 5.354 0.12 -0.11 -0.06 0.00

Record 2
97
Properties=species:S:1:pos:R:3:forces:R:3:mulliken_spin:R:1 method="wB97M-V/def2-TZVPD" orbital_gap_ev="3.92 / 6.67" total_charge=+2 multiplicity=4 de_lowest_kj_mol=0.0
Cr -2.211 -0.476 -0.762 -1.57 -0.95 -0.57 2.35
Zr 1.897 3.295 0.117 -2.78 -0.87 1.25 1.14
O -3.685 -0.735 0.333 1.97 -0.10 -1.64 -0.18
H -4.234 -0.634 1.110 0.11 0.41 0.22 0.01
O -2.893 -1.079 -2.420 0.79 0.64 2.56 -0.11
H -3.019 -0.950 -3.361 0.19 0.60 -0.03 0.01
O 0.251 4.404 0.264 1.23 0.10 -0.33 0.02
H -0.297 4.994 0.785 0.20 -0.10 0.07 0.00
S 0.304 0.205 -0.095 1.26 -1.30 -0.85 -0.02
O -0.289 -0.165 -1.440 -1.00 0.32 -0.01 -0.04
O -0.944 0.152 0.716 -1.02 0.12 0.57 -0.05
O 1.312 -0.745 0.304 -0.45 0.89 0.00 -0.01
O 0.834 1.583 -0.183 -0.87 -1.26 -0.39 -0.13
C 3.827 0.734 1.435 -0.12 -0.87 0.99 -0.02
O 3.156 1.746 1.173 0.11 1.59 -1.27 -0.01
N 5.131 0.697 1.536 0.17 0.16 -0.35 0.00
C 5.806 -0.522 1.935 0.09 -1.02 -0.50 0.00
C 5.927 1.857 1.218 0.72 0.41 -0.38 -0.01
H 3.332 -0.200 1.716 -0.24 0.08 -0.23 0.00
H 5.161 -1.380 1.738 -0.18 0.16 0.28 0.00
H 6.117 -0.544 2.977 -0.01 0.28 0.04 0.00
H 6.662 -0.705 1.284 0.12 0.31 0.15 0.00
H 6.879 1.567 0.772 -0.02 -0.29 0.26 0.00
H 5.460 2.456 0.440 -0.30 0.11 0.28 0.01
H 6.141 2.450 2.107 -0.11 0.11 -0.04 0.00
C 0.221 -1.186 3.396 -0.55 -0.43 -0.10 0.00
O 1.315 -0.818 3.774 0.10 0.32 -0.10 0.00
N -0.832 -1.486 4.195 -0.08 0.31 -0.26 0.00
C -1.980 -2.167 3.646 -0.72 -0.37 0.14 0.00
C -0.728 -1.298 5.620 0.05 0.08 0.34 0.00
H -0.065 -1.322 2.339 0.37 -0.03 0.03 0.00
H -1.860 -3.257 3.610 0.17 0.10 -0.11 0.00
H -2.273 -1.799 2.661 0.41 0.03 -0.13 0.01
H -2.863 -2.008 4.268 0.17 0.18 0.18 0.00
H -0.035 -0.478 5.794 0.19 -0.18 0.13 0.00
H -1.687 -1.012 6.053 -0.11 -0.09 -0.17 0.00
H -0.384 -2.204 6.124 0.11 0.08 0.07 0.00
C -2.410 2.602 -1.443 0.29 1.39 -0.74 0.01
O -2.638 1.466 -1.045 -0.23 -1.90 0.49 0.02
N -2.929 3.108 -2.554 0.21 -0.05 0.65 0.01
C -2.734 4.502 -2.916 -0.17 0.25 0.10 0.00
C -3.878 2.364 -3.336 -0.66 -0.17 -1.29 0.00
H -1.768 3.294 -0.883 0.11 -0.12 0.00 0.00
H -2.070 4.991 -2.207 0.13 -0.10 -0.04 0.00
H -3.692 5.026 -2.887 0.02 -0.05 -0.05 0.00
H -2.333 4.586 -3.927 0.02 -0.05 0.04 0.00
H -3.541 2.269 -4.377 0.22 0.00 0.22 0.00
H -4.071 1.367 -2.958 0.14 0.08 0.31 0.00
H -4.823 2.911 -3.421 0.06 -0.02 0.32 0.00
C -1.764 -3.511 0.174 -0.91 -1.39 0.83 -0.01
O -1.538 -2.439 -0.377 0.82 2.19 -0.69 -0.03
N -0.848 -4.410 0.512 -0.27 0.83 -0.42 0.00
C -1.245 -5.729 0.966 -0.76 0.05 -0.25 0.00
C 0.550 -4.139 0.291 1.03 0.02 -0.45 0.00
H -2.796 -3.786 0.431 0.11 -0.07 -0.08 0.00
H -0.916 -5.893 1.987 0.12 -0.19 0.01 0.00
H -0.908 -6.505 0.280 0.36 0.07 0.12 0.00
H -2.333 -5.763 0.905 0.00 -0.12 0.30 0.00
H 0.778 -3.073 0.301 -0.32 0.00 0.07 0.00
H 1.159 -4.615 1.060 -0.18 -0.09 0.09 0.00
H 0.894 -4.524 -0.681 -0.24 -0.05 0.19 0.00
C 0.154 2.592 3.123 -0.09 0.26 0.23 0.01
O 1.064 2.762 2.313 0.50 0.36 -0.23 0.02
N 0.143 3.092 4.355 -0.65 0.28 -0.27 0.00
C -1.126 3.117 5.081 -0.05 -0.12 0.10 0.00
C 1.126 4.077 4.751 0.53 -0.55 0.55 0.00
H -0.759 2.032 2.895 0.14 -0.29 -0.27 0.00
H -0.943 3.093 6.153 0.06 -0.05 -0.01 0.00
H -1.729 2.251 4.813 0.07 -0.05 -0.01 0.00
H -1.707 4.015 4.852 0.15 0.03 0.01 0.00
H 0.774 5.086 4.543 0.10 0.07 0.03 0.00
H 1.322 3.934 5.815 -0.18 0.33 0.05 0.00
H 2.074 3.860 4.268 -0.08 0.18 -0.30 0.00
C 0.673 3.122 -3.334 -0.01 -0.11 -0.32 -0.01
O 1.053 3.238 -2.168 0.98 0.44 0.77 -0.01
N 0.979 2.122 -4.142 -0.37 -0.30 0.07 0.00
C 1.807 1.012 -3.725 0.54 -0.09 -0.42 0.00
C 0.375 1.990 -5.450 0.14 0.41 -0.77 0.00
H 0.031 3.877 -3.801 -0.05 0.05 0.10 0.00
H 1.246 0.078 -3.743 -0.15 0.06 0.23 0.00
H 2.221 1.204 -2.743 -0.04 -0.10 0.07 0.01
H 2.616 0.910 -4.456 0.05 0.00 0.17 0.00
H -0.072 1.006 -5.590 -0.14 0.03 0.25 0.00
H -0.365 2.773 -5.612 -0.12 -0.11 0.13 0.00
H 1.110 2.111 -6.253 0.12 -0.05 0.22 0.00
C -1.984 -3.885 -3.083 2.85 0.20 -0.62 0.00
O -2.588 -4.912 -3.170 -1.55 -1.07 0.22 0.00
N -0.610 -3.872 -3.427 -2.61 0.81 0.54 0.00
C 0.140 -2.665 -3.237 0.10 -0.83 -0.02 0.00
C 0.043 -5.064 -3.894 0.97 0.83 0.51 0.00
H -2.399 -2.914 -2.733 0.40 -0.68 -0.29 0.00
H 0.984 -2.888 -2.575 0.17 0.36 0.02 0.00
H -0.525 -1.973 -2.747 0.20 0.41 -0.07 0.00
H 0.515 -2.296 -4.195 0.10 0.24 0.01 0.00
H 0.713 -5.395 -3.089 -0.15 -0.53 -0.08 0.00
H -0.677 -5.817 -4.180 0.04 -0.08 -0.09 0.00
H 0.725 -4.747 -4.688 -0.23 -0.41 -0.37 0.00